Formula: C9H9O4S
Source: OMol25
Level of theory: ωB97M-V/def2-TZVPD

Atoms and positions in Å:
C: -3.101 -1.216 -0.203
C: -2.047 -1.611 -1.082
C: -2.821 -0.359 0.871
C: -0.765 -1.159 -0.815
C: -1.523 -0.015 1.214
C: -0.453 -0.434 0.363
C: 1.705 2.729 -0.287
C: 1.009 1.887 -0.970
C: 0.849 0.037 0.606
O: 2.006 -2.351 0.261
O: 2.297 -0.641 -1.506
O: 3.256 -0.384 0.809
O: 1.189 0.671 1.735
S: 2.215 -0.909 -0.088
H: -4.084 -1.497 -0.357
H: -2.089 -2.100 -2.041
H: -3.730 -0.006 1.470
H: 0.004 -1.309 -1.409
H: -1.422 0.581 2.006
H: 2.541 3.337 -0.830
H: 1.573 2.864 0.734
H: 1.127 1.485 -1.948
H: 2.264 0.400 1.468

E_tot   -28501.14067 eV
Net charge   -1
ΔE to the lowest compared entry with this formula, charge and spin   4.054 eV
2S+1   1

From a Löwdin analysis of the wavefunction, the atomic charges in e read: atom 1 (C): -0.10, atom 2 (C): -0.06, atom 3 (C): -0.11, atom 4 (C): -0.03, atom 5 (C): -0.01, atom 6 (C): -0.18, atom 7 (C): -0.13, atom 8 (C): -0.01, atom 9 (C): -0.41, atom 10 (O): -0.35, atom 11 (O): -0.33, atom 12 (O): -0.32, atom 13 (O): -0.04, atom 14 (S): 0.51, atom 15 (H): 0.05, atom 16 (H): 0.09, atom 17 (H): 0.12, atom 18 (H): 0.04, atom 19 (H): 0.06, atom 20 (H): 0.08, atom 21 (H): 0.01, atom 22 (H): 0.02, atom 23 (H): 0.10